No. 1
Below is an isolated molecule of C3H8O2 at a distorted geometry, with properties calculated with ωB97M-V/def2-TZVPD.

Results
Calculated total energy (eV): -7333.752
HOMO energy (eV): -9.781
Orbital gap (eV): 10.66
Net charge: 0
Energy relative to the best compared isomer or geometry (same formula, charge and spin) (eV): 2.298

Element x y z (Å)
O  1.60005  -1.25637  1.26756
C  0.79994  -0.15820  0.87506
C  -0.28845  -0.62910  -0.09994
C  -1.18729  0.66647  -0.52448
O  -0.92075  1.51731  -1.59451
H  1.25014  -1.95345  1.90540
H  0.47867  0.11011  1.89300
H  1.44526  0.51255  0.27161
H  0.20288  -1.30790  -0.91253
H  -0.94758  -1.23588  0.56135
H  -2.19652  0.24942  -0.74965
H  -1.26255  1.35882  0.36802
H  -0.34997  0.90384  -2.22538

Atomic partial charges in e from the Löwdin method, atoms 1 to 5: O -0.134; C -0.309; C -0.152; C -0.298; O -0.111

=====

No. 2
Below is a cluster of 2 separate species, C3H8O2 in total, with properties calculated with ωB97M-V/def2-TZVPD.

Results
Calculated total energy (eV): -7334.491
HOMO energy (eV): -9.899
Orbital gap (eV): 10.83
Net charge: 0
Energy relative to the best compared isomer or geometry (same formula, charge and spin) (eV): 1.559

Element x y z (Å)
C  -2.40026  -0.25390  0.27426
O  -2.17640  -0.56033  -0.85634
H  -2.83247  0.73420  0.48903
H  -2.23934  -0.94404  1.10678
C  1.10511  0.76636  -0.79147
C  1.10596  -0.54101  -0.01878
O  0.43292  -0.39331  1.23218
H  0.11744  1.21537  -0.70222
H  1.36240  0.70570  -1.84655
H  1.82145  1.43965  -0.31176
H  0.55283  -1.33214  -0.52071
H  2.12535  -0.90299  0.11637
H  1.02501  0.06643  1.82921

Atomic partial charges in e from the Löwdin method, atoms 1 to 5: C -0.158; O -0.007; H 0.082; H 0.078; C -0.086

=====

No. 3
Below is a cluster of 2 separate species, C3H8O2 in total at a distorted geometry, with properties calculated with ωB97M-V/def2-TZVPD.

Results
Calculated total energy (eV): -7334.299
HOMO energy (eV): -8.821
Orbital gap (eV): 9.48
Net charge: 0
Energy relative to the best compared isomer or geometry (same formula, charge and spin) (eV): 1.752

Element x y z (Å)
C  1.83513  -2.59486  -1.15318
C  1.19353  -1.71618  -0.41356
O  0.01865  -1.15545  -0.82717
H  2.72352  -3.11200  -0.83380
H  1.58532  -2.87262  -2.17718
H  1.56406  -1.39412  0.55456
H  -0.11148  -0.31816  -0.36273
C  -1.83196  2.29212  0.90998
O  -0.66413  1.44334  0.95952
H  -2.69017  1.62866  0.95915
H  -1.79954  3.00087  1.72908
H  -1.91293  2.79844  -0.06197
H  0.09000  1.99995  0.71727

Atomic partial charges in e from the Löwdin method, atoms 1 to 5: C -0.007; C -0.292; O -0.014; H 0.042; H 0.060